# 1
A molecular structure, C37H31FeN5O2S2, computed with ωB97M-V with the def2-TZVPD basis set.

Calculated values
M: 697.67 u
<S²>: 8.76
orbital gap (spin up / spin down): 7.4 / 6.7 eV
E: -3912.96660 Ha

Geometry as ORCA input:
```
! RIJCOSX wB97M-V def2-TZVPD def2/J DEFGRID3
* xyz -1 6
Fe -0.69 -0.67 -0.07
C 2.90 -1.46 1.75
C 1.91 -0.34 1.94
N 0.81 -0.67 2.50
N -0.06 0.10 3.10
C -1.32 0.23 2.96
S -2.38 -0.20 1.65
S -2.11 0.95 4.40
C -2.93 2.40 3.63
C -1.99 3.56 3.51
C -1.17 3.69 2.40
C -0.30 4.77 2.29
C -0.24 5.72 3.30
C -1.04 5.58 4.43
C -1.90 4.50 4.53
C 2.24 1.01 1.44
C 3.45 1.63 1.72
C 3.74 2.90 1.24
C 2.81 3.55 0.43
C 1.61 2.94 0.12
C 1.28 1.67 0.62
O 0.16 1.09 0.31
H 3.21 -1.87 2.71
H 2.44 -2.27 1.18
H 3.79 -1.10 1.22
H -3.28 2.05 2.66
H -3.78 2.63 4.27
H -1.21 2.95 1.61
H 0.33 4.86 1.42
H 0.44 6.56 3.22
H -0.98 6.31 5.23
H -2.52 4.39 5.42
H 4.17 1.12 2.35
H 4.68 3.38 1.49
H 3.03 4.54 0.04
H 0.89 3.43 -0.53
N 1.45 -1.09 -1.30
C 1.95 -0.07 -2.10
C 3.29 0.29 -1.98
C 3.87 1.26 -2.77
C 3.10 1.92 -3.72
C 1.76 1.60 -3.83
C 1.15 0.61 -3.06
C -0.30 0.33 -3.22
C -0.95 0.52 -4.45
C -2.32 0.37 -4.57
C -3.09 0.04 -3.46
C -2.44 -0.22 -2.25
C -1.07 -0.08 -2.14
H 2.15 -1.62 -0.80
H 0.72 -1.67 -1.71
H 3.90 -0.23 -1.25
H 4.92 1.50 -2.66
H 3.53 2.68 -4.36
H 1.15 2.16 -4.53
H -0.36 0.75 -5.33
H -2.79 0.53 -5.53
H -4.16 -0.03 -3.54
H -3.04 -0.54 -1.40
O -0.32 -2.58 0.62
C -1.05 -3.63 0.80
C -1.45 -3.95 2.12
C -2.17 -5.08 2.43
C -2.53 -5.98 1.42
C -2.18 -5.69 0.12
C -1.46 -4.54 -0.23
C -1.17 -4.32 -1.64
N -0.77 -3.22 -2.25
C -0.68 -3.52 -3.59
C -1.02 -4.81 -3.81
N -1.33 -5.32 -2.57
H -1.18 -3.25 2.91
H -2.45 -5.29 3.45
H -3.08 -6.88 1.66
H -2.48 -6.39 -0.65
H -0.37 -2.78 -4.30
H -1.08 -5.41 -4.70
H -1.60 -6.26 -2.37
*
```

***

# 2
A molecular structure, C37H31NOPSbSe4SiSn, computed with ωB97M-V with the def2-TZVPD basis set.

Calculated values
ΔE to the lowest compared entry with this formula, charge and spin: 0.0 kcal per mole
M: 1121.03 u
orbital gap: 6.8 eV
E: -12249.19109 Ha

Geometry as ORCA input:
```
! RIJCOSX wB97M-V def2-TZVPD def2/J DEFGRID3
* xyz 2 1
Sn -0.13 -0.90 1.21
O -0.37 -3.27 -0.65
N -1.13 -2.11 -0.73
C -2.28 -2.22 -1.25
C -3.24 -1.13 -1.48
C -4.30 -1.49 -2.31
C -5.27 -0.57 -2.70
C -5.18 0.73 -2.25
C -4.13 1.10 -1.42
C -3.16 0.20 -1.01
P -1.92 0.88 0.15
C -1.25 2.35 -0.64
C -0.13 2.21 -1.46
C 0.36 3.29 -2.17
C -0.25 4.53 -2.05
C -1.35 4.69 -1.22
C -1.85 3.61 -0.51
C -2.89 1.46 1.57
C -2.28 2.35 2.46
C -2.93 2.71 3.63
C -4.18 2.18 3.93
C -4.79 1.31 3.04
C -4.15 0.95 1.86
H -0.91 -4.03 -0.90
H -2.60 -3.19 -1.63
H -4.37 -2.51 -2.67
H -6.08 -0.88 -3.34
H -5.92 1.47 -2.54
H -4.08 2.13 -1.07
H 0.36 1.24 -1.54
H 1.22 3.17 -2.81
H 0.14 5.38 -2.60
H -1.82 5.66 -1.12
H -2.71 3.74 0.14
H -1.32 2.78 2.22
H -2.46 3.41 4.31
H -4.68 2.46 4.85
H -5.77 0.91 3.26
H -4.64 0.26 1.19
C 2.12 -2.95 -4.48
C 3.17 -3.41 -3.71
C 3.37 -2.90 -2.44
C 2.52 -1.90 -1.94
C 1.46 -1.44 -2.74
C 1.26 -1.97 -4.00
Si 2.89 -1.18 -0.32
C 3.08 0.62 -0.17
C 3.50 1.36 -1.29
C 3.73 2.72 -1.18
C 3.53 3.36 0.03
C 3.11 2.65 1.15
C 2.90 1.29 1.05
C 3.37 -2.25 1.08
C 4.30 -1.79 2.02
C 4.68 -2.62 3.07
C 4.13 -3.89 3.18
C 3.21 -4.35 2.25
C 2.84 -3.54 1.19
H 1.97 -3.36 -5.48
H 3.84 -4.17 -4.09
H 4.18 -3.28 -1.83
H 0.79 -0.67 -2.38
H 0.44 -1.62 -4.61
H 3.64 0.86 -2.24
H 4.07 3.28 -2.04
H 3.71 4.42 0.11
H 2.96 3.16 2.09
H 2.60 0.72 1.93
H 4.73 -0.80 1.94
H 5.41 -2.28 3.79
H 4.44 -4.53 4.00
H 2.79 -5.34 2.35
H 2.12 -3.90 0.46
Se -2.46 -1.34 6.52
Sb -1.24 -1.22 4.55
Se 0.19 0.74 3.70
Se 1.26 -1.36 4.29
Se -2.18 -1.99 2.41
*
```

***

# 3
A molecular structure, C37H32Br2N2O6S3V, computed with ωB97M-V with the def2-TZVPD basis set.

Calculated values
M: 907.62 u
<S²>: 0.85
orbital gap (spin up / spin down): 5.2 / 4.2 eV
E: -9276.54128 Ha

Geometry as ORCA input:
```
! RIJCOSX wB97M-V def2-TZVPD def2/J DEFGRID3
* xyz 0 2
V -0.77 0.33 1.35
S -2.49 0.04 5.45
C -0.79 -0.32 5.62
C -0.07 -0.50 6.79
C 1.27 -0.84 6.69
C 1.86 -1.00 5.43
C 1.13 -0.81 4.27
C -0.20 -0.43 4.36
N -1.05 -0.16 3.29
C -2.29 0.06 3.72
C -3.29 0.42 2.78
C -4.65 0.54 3.10
C -5.54 0.95 2.14
C -5.06 1.29 0.87
C -3.72 1.16 0.55
C -2.77 0.70 1.49
H -0.54 -0.38 7.75
H 1.87 -0.96 7.58
H 2.91 -1.27 5.36
H 1.59 -0.94 3.31
H -4.99 0.30 4.11
H -6.59 1.04 2.37
H -5.75 1.65 0.11
H -3.40 1.46 -0.44
O -0.73 -1.74 1.09
S -0.14 -3.11 1.02
C -0.80 -3.91 -0.50
C -0.71 -3.18 -1.85
C -2.08 -2.79 -2.44
C -2.71 -1.57 -1.78
S -1.74 -0.01 -1.88
O -0.42 -0.29 -1.23
C -1.40 0.00 -3.65
C -0.09 -0.13 -4.08
C 0.22 0.05 -5.42
C -0.79 0.36 -6.32
C -2.10 0.50 -5.88
C -2.41 0.32 -4.54
C 1.63 -2.95 0.67
C 2.42 -3.04 1.81
C 3.79 -2.92 1.73
C 4.40 -2.72 0.50
C 3.62 -2.63 -0.64
C 2.24 -2.73 -0.57
H -1.84 -4.08 -0.22
H -0.29 -4.87 -0.52
H -0.19 -3.81 -2.56
H -0.16 -2.26 -1.73
H -2.77 -3.63 -2.37
H -1.94 -2.58 -3.50
H -2.85 -1.70 -0.70
H -3.67 -1.33 -2.23
H 0.69 -0.35 -3.35
H 1.24 -0.05 -5.76
H -0.55 0.52 -7.36
H -2.88 0.75 -6.59
H -3.43 0.45 -4.19
H 1.94 -3.22 2.77
H 4.39 -2.96 2.63
H 5.47 -2.64 0.43
H 4.09 -2.47 -1.61
H 1.66 -2.65 -1.47
Br 2.59 0.80 1.44
C 2.64 2.49 2.39
Br 1.32 2.60 3.78
H 2.47 3.28 1.67
H 3.62 2.57 2.85
O -0.42 3.96 1.06
C -0.06 3.03 0.36
O -0.41 1.79 0.60
C 0.86 3.25 -0.81
C 1.29 2.20 -1.61
C 2.24 2.41 -2.58
C 2.78 3.68 -2.75
C 2.33 4.75 -1.98
C 1.37 4.53 -1.02
N 3.82 3.89 -3.73
O 4.33 4.99 -3.81
O 4.15 2.94 -4.43
H 0.88 1.22 -1.45
H 2.62 1.61 -3.21
H 2.77 5.73 -2.16
H 1.01 5.34 -0.39
*
```